No. 1
Formula: C43H70CsGeN3O6PS4Si
Source: the OMol25 dataset
Level of theory: ωB97M-V with the def2-TZVPD basis set

Its spin multiplicity is 2. As for the HOMO-LUMO gap (alpha / beta): 5.5 / 6.0 eV. For the total energy, the calculation gives -6617.243910 hartree. The value obtained for the LUMO energy (alpha / beta) is 0.1256 / 0.1255 Eh. The charge is -2. The expectation value of S² is 0.77. The energy above the lowest of the compared OMol25 structures with the same formula, charge and spin is 0.1354 eV.

Geometry (Å):
C  0.79  -3.70  -0.88
Cs  -0.26  -0.11  0.15
H  -1.71  -1.69  -2.92
O  7.72  -0.25  0.14
C  -1.47  1.98  -3.97
C  4.51  0.32  -1.93
H  -2.43  2.35  0.24
H  1.15  -4.50  -1.52
C  1.85  -4.86  1.08
H  2.62  -1.18  2.79
C  1.70  -3.52  0.34
C  0.72  6.81  -2.09
Ge  -0.21  -2.74  2.44
H  -4.72  2.82  0.67
S  5.82  -0.82  -1.59
H  -4.58  -3.46  2.18
C  -3.52  -2.55  -0.17
C  -0.16  1.93  -3.49
H  -3.46  3.46  -1.74
H  1.48  3.63  -5.91
O  -2.42  0.60  -1.59
C  0.90  2.51  -4.17
H  2.36  -5.59  0.45
H  0.02  1.48  -2.52
N  -1.79  4.16  1.18
H  1.90  2.44  -3.77
H  -4.46  -0.99  1.90
H  -5.28  5.14  -1.81
C  -0.64  3.28  -5.85
H  0.77  -2.78  -1.47
C  -4.33  2.16  -3.20
H  -0.94  -0.90  -4.30
C  -0.23  5.87  -2.84
C  3.08  -3.06  -0.13
H  -0.29  4.80  3.58
H  3.74  -2.94  0.74
C  -6.47  2.95  -4.08
H  -4.62  -2.53  -0.12
C  -3.25  -0.30  -5.67
C  -2.62  5.33  1.37
H  -3.39  -1.24  -6.20
C  -1.84  -1.43  -3.97
O  0.03  2.75  0.07
H  -4.39  3.35  2.32
H  -4.23  -1.60  -2.61
S  3.37  -0.16  -3.04
H  -2.00  5.67  -1.55
H  1.45  -2.06  4.86
O  -1.54  -2.48  1.12
H  -3.18  -0.19  1.01
Si  -2.82  0.99  -3.06
H  1.86  5.25  -1.14
H  -2.34  2.26  2.00
H  1.59  7.09  -2.68
H  -2.21  6.18  0.83
S  3.51  2.82  -1.28
C  -6.42  4.08  -3.28
H  3.53  -3.77  -0.82
H  3.01  -2.10  -0.63
H  -1.92  -2.35  -4.55
C  -2.60  2.92  1.16
H  2.18  3.52  4.00
H  -3.17  -1.74  -0.82
H  -0.84  3.81  -6.78
C  -3.10  -0.57  -4.17
C  0.40  5.35  2.94
H  0.87  -5.26  1.35
N  -0.18  5.33  -0.51
O  -0.11  -0.92  2.93
C  -3.38  -0.98  1.74
H  0.24  1.67  3.09
C  -1.03  5.19  -1.72
C  -1.69  2.68  -5.16
C  2.52  4.33  3.36
H  -4.10  0.35  -5.90
C  0.66  3.18  -5.37
C  6.70  0.12  -0.40
H  -1.21  4.14  -1.96
H  -3.21  -3.52  -0.58
H  2.85  4.52  1.21
H  -0.63  1.04  4.51
C  -4.31  3.32  -2.41
C  2.23  -0.20  3.03
H  1.46  6.57  -0.03
C  -3.48  -3.45  2.16
C  -5.44  2.01  -4.04
C  1.73  5.60  3.66
C  4.56  1.53  -1.20
H  -5.26  -0.89  -3.85
C  1.05  -1.06  5.05
H  3.60  4.45  3.50
H  -3.12  -3.30  3.18
H  -0.88  6.39  -3.54
C  -4.30  -1.39  -3.68
H  -7.21  4.81  -3.31
H  -3.13  -4.43  1.82
C  0.35  1.11  4.03
H  0.19  7.72  -1.77
S  5.93  1.67  -0.08
H  1.73  -0.53  5.73
H  -2.70  2.76  -5.56
H  2.95  0.31  3.69
C  2.16  4.03  1.90
H  -2.69  5.60  2.44
C  1.09  5.98  -0.87
H  -2.88  -0.75  2.68
H  1.60  5.79  4.73
C  -2.94  -2.36  1.23
N  0.80  4.57  1.78
H  2.18  2.96  1.67
P  -0.24  4.10  0.59
C  0.87  -0.30  3.73
H  2.19  0.38  2.11
H  -2.35  0.18  -6.07
C  -4.05  3.41  1.29
H  2.23  6.47  3.22
H  -0.09  6.29  2.65
C  -5.33  4.26  -2.44
H  -3.99  4.94  -0.24
H  1.03  1.65  4.69
H  -4.34  -2.36  -4.20
H  0.33  5.12  -3.38
H  -5.51  1.15  -4.69
C  -3.98  4.88  0.85
H  0.08  -1.17  5.54
H  2.42  -4.71  1.99
O  1.21  -2.52  1.20
H  -7.32  2.79  -4.74
H  -4.81  5.48  1.24
H  -0.23  -3.92  -0.55

***

No. 2
Formula: C43H73Br3F5IO14S
Source: the OMol25 dataset
Level of theory: ωB97M-V with the def2-TZVPD basis set

As for the HOMO-LUMO gap: 9.3 eV. For the total energy, the calculation gives -11652.782648 hartree. The value obtained for the LUMO energy is 0.0015 Eh. Its structure (SMILES) is C[C@H](Br)C[C@]1(F)[C@@](CC(=O)Br)([C@H](C)F)[C@](CCCO)(CC(=O)Br)S(=O)(=O)O[C@@]1(I)CCC(F)(F)F.CC(C)=O.CC(C)=O.CC(C)=O.CC(C)=O.CC(C)=O.CC(C)=O.CC(C)=O.CC(C)=O.

Geometry (Å):
O  -3.61  3.19  -7.14
H  -6.27  -1.05  -3.02
H  -5.25  -4.69  5.67
C  -4.98  -1.59  6.99
C  5.06  4.34  2.64
C  2.05  0.58  1.20
O  3.79  1.81  0.12
C  3.67  -1.87  0.46
C  0.56  0.33  -0.78
H  -3.83  -1.26  -1.62
O  0.71  -3.02  -1.09
O  0.79  2.24  -4.50
C  -5.75  -0.10  -3.17
O  -4.20  -3.49  8.18
H  1.55  3.54  -7.18
H  1.21  0.97  1.81
H  -6.24  -3.76  4.54
C  -4.33  5.35  -7.84
H  -6.47  -1.82  9.41
H  -3.17  0.53  0.49
S  0.54  -3.18  0.50
H  -1.48  3.59  -6.07
O  -4.21  -3.12  3.24
C  1.45  -0.48  0.22
H  -0.14  -0.39  -1.24
H  -1.47  1.91  -5.51
O  -0.66  -3.87  0.84
C  7.73  2.37  -2.97
H  -5.47  3.05  -5.47
H  -5.94  -5.47  4.22
C  -3.13  -5.16  3.83
H  -5.24  5.46  -8.42
C  -4.80  -2.44  8.23
H  2.20  -3.32  -4.56
C  1.61  -1.87  -2.95
H  0.79  -1.34  6.24
C  5.13  -1.32  0.20
O  7.17  0.68  -1.39
C  0.44  2.85  -5.48
F  -0.93  -3.16  -3.41
C  4.48  3.92  3.97
H  -6.19  0.24  -6.61
H  2.37  -1.19  -3.35
C  2.56  -1.35  -0.51
C  -4.27  -4.18  3.83
C  -4.41  4.09  -7.00
H  -2.77  -5.32  4.84
F  0.35  -4.96  -3.39
C  -5.50  -4.55  4.62
H  -6.02  0.58  -2.36
C  1.94  -2.42  -1.53
H  -5.44  4.81  -5.27
Br  6.08  -1.84  1.90
H  0.69  -1.24  -2.91
C  2.75  1.82  0.61
C  6.83  1.32  -2.37
C  0.54  -2.76  3.46
H  6.92  -1.56  -1.03
H  -4.78  -0.47  -5.82
C  0.99  -1.53  2.63
H  1.84  0.62  -2.66
Br  1.92  3.62  0.75
C  -2.84  -0.12  -0.33
H  7.97  2.11  -4.00
H  -1.53  -1.81  -0.72
H  2.78  0.23  1.94
H  -6.04  -1.47  6.78
H  6.12  -3.09  -0.69
H  3.79  -2.95  0.56
C  0.51  -0.39  6.70
H  1.59  2.09  -1.73
H  0.98  -2.18  -4.93
H  7.24  3.34  -2.93
F  3.35  -0.53  -1.35
H  -3.48  5.27  -8.52
Br  1.98  -3.94  4.17
O  -6.69  1.58  -4.56
H  6.23  3.97  5.21
F  -0.31  -4.09  -5.23
H  -0.38  2.29  6.35
H  5.08  5.43  2.57
H  3.53  -1.55  1.51
O  -4.05  -0.70  -0.87
C  5.94  -2.02  -0.90
H  -4.52  -0.61  7.14
H  2.30  3.89  -5.61
H  0.28  1.38  -2.60
C  1.00  0.74  5.83
C  0.70  2.14  6.30
H  5.44  -2.00  -1.89
H  5.64  0.78  -4.07
H  0.55  -0.66  3.15
O  1.62  -3.98  0.99
H  6.07  3.94  2.53
F  -0.16  1.37  -0.14
H  -0.97  0.11  1.59
C  -0.92  2.65  -6.09
H  0.95  -0.33  7.69
H  -1.37  -1.43  2.19
H  5.24  5.45  5.26
H  -0.83  2.30  -7.12
H  1.11  2.85  5.58
H  4.44  3.95  1.83
I  3.27  -4.13  -1.95
H  -4.95  -0.96  9.77
C  1.31  -2.85  -4.11
C  5.50  1.10  -3.03
C  0.54  -1.47  1.12
O  3.48  3.25  4.03
C  -6.15  0.50  -4.49
H  4.91  2.02  -3.00
C  -1.98  -1.33  0.18
O  1.61  0.54  4.81
C  0.12  -3.79  -3.96
H  4.69  3.99  6.09
C  -0.95  -0.95  1.29
C  -5.85  -0.31  -5.73
C  -5.53  4.00  -6.00
O  -0.53  -3.05  3.77
H  4.96  0.32  -2.50
C  -5.39  -1.93  9.51
H  -5.19  -2.64  10.31
H  -4.67  -0.26  -3.14
H  -2.32  -4.76  3.23
H  -2.36  0.40  -1.18
H  -2.72  -2.06  0.54
H  0.90  4.84  -6.14
C  5.21  4.36  5.21
H  -4.50  -2.08  6.15
H  1.15  2.32  7.27
H  2.06  -1.46  2.83
H  -3.46  -6.11  3.39
C  1.14  1.11  -1.97
H  5.21  -0.23  0.21
H  -4.19  6.21  -7.19
H  -0.58  -0.36  6.77
C  1.36  3.85  -6.15
H  -6.49  4.06  -6.50
H  -6.37  -1.26  -5.69
H  8.65  2.42  -2.39

***

No. 3
Formula: C43H73F9N2O19
Source: the OMol25 dataset
Level of theory: ωB97M-V with the def2-TZVPD basis set

As for the HOMO-LUMO gap: 10.2 eV. For the total energy, the calculation gives -4120.073383 hartree. The value obtained for the LUMO energy is 0.0184 Eh. The energy above the lowest of the compared OMol25 structures with the same formula, charge and spin is 0.0000 eV. Its structure (SMILES) is CCCCCC[C@](C#N)([C@@H](C#N)CCCCCCCCCCOC)C(F)(F)C(F)(F)C(F)(F)C(F)(F)F.COC(=O)OC.COC(=O)OC.COC(=O)OC.COC(=O)OC.COC(=O)OC.COC(=O)OC.

Geometry (Å):
C  12.58  -6.37  4.37
C  -2.11  2.17  -3.01
C  7.47  -3.39  1.42
N  -2.36  -0.46  -2.88
H  0.71  -3.77  7.22
H  3.37  -0.27  -2.58
H  -0.12  -2.93  8.54
C  0.86  0.47  -1.61
C  6.18  -5.29  1.09
C  -6.76  -0.43  -0.29
O  -8.94  1.53  4.09
H  11.70  2.41  2.69
C  -7.92  2.14  3.30
C  9.43  -7.36  1.10
C  -0.84  2.43  -2.10
C  -1.22  8.86  -6.06
H  8.58  -7.05  1.70
C  -0.85  3.73  -4.64
H  -7.21  1.39  2.94
H  -0.32  9.98  -8.26
C  10.73  -0.30  4.14
C  -4.63  -0.80  -5.20
H  -6.81  0.67  -0.50
C  -5.27  -2.10  -3.00
C  -7.26  -1.29  -1.49
H  -7.07  -0.95  -3.69
H  -5.72  -3.10  -2.78
H  -5.22  -2.90  -5.10
H  -3.93  1.61  -5.71
F  -3.54  2.09  -1.09
C  -1.70  -1.66  6.86
H  2.19  0.69  0.09
H  0.96  -0.45  -2.22
F  -2.37  4.25  0.23
O  5.16  -4.65  1.08
O  -2.72  -1.68  6.00
C  10.97  -6.91  2.78
H  10.79  -2.76  5.08
C  -4.69  -2.17  -4.45
O  10.61  -6.67  1.52
H  -3.21  -0.97  1.29
H  4.52  -6.92  -0.15
H  -3.73  -0.74  3.02
H  -4.40  -0.69  5.38
C  -9.21  -0.31  7.02
F  -4.85  5.96  -1.30
H  -4.61  -0.09  -0.13
C  -3.11  1.01  -6.15
O  12.08  -6.21  3.04
H  -1.84  10.78  -7.75
C  10.35  -1.98  5.70
H  -4.74  0.06  -4.50
O  -5.29  -0.84  1.68
H  -3.89  -2.34  2.23
C  -3.97  -1.24  2.06
H  8.52  -3.11  1.55
H  -1.34  6.96  -3.46
H  9.24  -7.09  0.06
C  5.01  -7.28  0.75
C  -3.62  4.23  -2.29
F  -3.53  6.03  0.78
F  -5.55  3.98  -0.86
H  6.93  -3.09  2.32
H  -8.55  -1.16  6.81
H  -1.08  2.03  -1.09
H  -4.07  -0.55  7.11
C  -2.25  0.64  -3.00
H  10.14  1.61  2.44
H  -3.65  -2.55  -4.36
H  -3.14  1.19  -7.24
C  -3.58  4.79  0.31
O  -1.48  -0.81  7.69
C  11.18  1.45  2.69
H  2.96  -1.70  0.17
H  4.32  -0.03  -1.03
H  11.85  -6.02  5.10
H  -8.30  -0.97  -1.69
C  -1.74  1.62  -5.60
C  -8.49  0.91  5.18
H  -3.37  -1.01  -6.94
O  11.31  0.89  4.00
C  2.30  0.76  -1.02
O  -1.01  8.46  -4.80
C  -1.57  7.18  -4.50
H  2.63  1.80  -1.25
O  -0.95  -2.75  6.64
H  -2.40  -1.02  -5.43
O  10.13  -0.91  3.29
H  -5.94  -0.06  -2.67
C  -5.35  -0.83  0.24
F  -4.46  2.17  -3.07
O  6.27  -6.62  0.94
F  -4.41  4.55  -3.35
H  -2.66  7.21  -4.61
H  -4.51  -1.92  -2.22
N  -0.02  4.50  -4.71
O  7.42  -4.81  1.25
H  -10.13  -0.69  7.45
H  -7.28  -2.36  -1.21
O  -0.64  10.06  -6.21
H  12.84  -7.41  4.56
H  3.69  -2.46  -1.35
H  -1.14  6.41  -5.12
C  -3.42  2.67  -2.30
H  9.57  -8.44  1.16
C  -4.43  4.69  -1.02
C  -3.25  -0.54  -5.94
O  -9.54  0.38  5.82
C  -0.79  10.62  -7.51
H  -8.40  2.60  2.44
O  -1.83  8.26  -6.90
O  10.39  -7.62  3.56
F  -2.49  4.94  -2.44
H  1.24  2.35  -2.75
H  5.21  -8.34  0.64
C  -6.42  -1.06  -2.80
O  -7.34  0.84  5.53
H  11.66  0.81  1.95
C  -1.96  2.70  -4.48
H  -7.47  -0.58  0.56
C  3.34  -0.32  -1.47
O  10.92  -0.71  5.40
H  10.57  -2.20  6.75
H  0.25  1.17  -3.61
H  -5.43  -0.70  -5.97
H  -0.58  3.50  -2.05
C  0.19  -2.86  7.50
H  0.11  0.27  -0.82
H  7.08  -2.88  0.54
H  4.37  -7.13  1.62
H  -1.32  2.17  -6.47
H  0.86  -2.01  7.35
H  -5.16  -1.87  -0.10
H  -2.90  3.23  -4.76
C  2.96  -1.73  -0.94
H  -3.09  0.37  5.92
H  -8.74  0.36  7.74
H  9.27  -1.95  5.58
H  -0.28  11.58  -7.51
C  0.42  1.61  -2.60
F  -4.25  4.08  1.25
C  -3.61  -0.57  6.12
H  1.95  -2.07  -1.25
H  -7.40  2.91  3.87
H  13.48  -5.76  4.45
H  -1.00  0.84  -5.35

***

no.,strongest force on any atom (eV Å⁻¹)
1,0.92
2,3.43
3,5.41